ORCA calculation (the ωB97M-V functional and the def2-TZVPD basis) on a structure of composition C37H31ClMnN2O2P2S in a non-equilibrium geometry.

## Properties
HOMO (alpha / beta) = -16.7 / -16.7 eV
spin multiplicity = 5
Kohn-Sham gap (alpha / beta) = 5.8 / 6.6 eV
charge = +3

Last column: Löwdin charge in e.
Geometry (Å):
Mn  -1.114  -1.046  0.451  1.142
Cl  -6.170  -3.559  0.662  0.805
S  -0.844  -4.633  3.093  1.215
P  -0.172  2.127  0.318  0.860
P  1.911  -0.083  0.362  0.857
O  -1.032  0.849  0.219  -0.440
O  0.767  -1.022  0.800  -0.408
N  -3.132  -1.129  0.014  -0.036
N  -1.123  -2.833  1.301  -0.125
C  3.419  -0.645  1.132  -0.285
C  -1.131  -4.183  -0.786  -0.024
C  -3.897  -2.202  0.293  -0.120
C  -0.877  3.247  1.518  -0.289
C  5.717  -1.325  1.056  -0.032
C  4.584  -0.870  0.400  -0.053
C  -0.894  -6.566  -0.473  -0.021
C  -0.814  2.507  -2.337  -0.067
C  -0.723  3.158  -3.557  -0.041
C  -1.098  4.589  1.212  -0.050
C  1.170  -0.814  -2.201  -0.079
C  -5.123  0.127  -0.395  0.008
C  -5.911  -0.957  -0.045  -0.006
C  5.681  -1.575  2.421  -0.021
C  0.845  4.014  -1.420  -0.087
C  1.271  -0.786  -3.580  -0.043
C  -1.023  -3.025  2.600  -0.395
C  -0.017  2.926  -1.274  -0.308
C  3.373  -0.919  2.502  -0.077
C  2.026  -0.035  -1.426  -0.299
C  -1.156  2.754  2.797  -0.086
C  -5.280  -2.156  0.281  -0.626
C  1.468  1.600  0.958  -0.237
C  -1.625  3.614  3.773  -0.044
C  -3.749  0.015  -0.351  -0.090
C  0.155  4.222  -3.711  -0.026
C  0.930  4.657  -2.643  -0.036
C  2.228  0.017  -4.184  -0.025
C  -1.050  -4.037  0.600  -0.318
C  -1.814  4.960  3.477  -0.023
C  -1.051  -5.454  -1.311  -0.025
C  -1.563  5.443  2.200  -0.030
C  2.990  0.768  -2.035  -0.079
C  3.088  0.793  -3.417  -0.027
C  -0.897  -5.149  1.432  -0.416
C  4.508  -1.382  3.142  -0.042
C  -0.811  -6.432  0.898  -0.032
H  -0.842  -7.552  -0.913  0.131
H  1.390  1.555  2.048  0.082
H  1.435  4.376  -0.584  0.120
H  0.440  -1.463  -1.720  0.075
H  6.628  -1.486  0.496  0.126
H  3.662  1.368  -1.431  0.122
H  -1.004  1.702  3.017  0.102
H  3.841  1.405  -3.893  0.127
H  -0.691  -7.297  1.537  0.133
H  -1.251  -3.302  -1.413  0.104
H  -1.060  -2.218  3.319  0.106
H  -1.345  2.841  -4.384  0.122
H  2.237  2.330  0.700  0.093
H  -1.725  6.488  1.971  0.126
H  6.570  -1.930  2.925  0.127
H  -3.407  -3.138  0.519  0.103
H  2.312  0.031  -5.263  0.127
H  -3.122  0.856  -0.600  0.096
H  -0.919  4.966  0.214  0.107
H  -6.990  -0.888  -0.022  0.139
H  0.614  -1.393  -4.188  0.121
H  -2.157  5.636  4.248  0.128
H  -5.570  1.063  -0.699  0.136
H  4.610  -0.717  -0.670  0.103
H  1.589  5.507  -2.761  0.126
H  -1.830  3.244  4.768  0.121
H  4.482  -1.585  4.204  0.122
H  0.230  4.723  -4.667  0.127
H  -1.506  1.687  -2.198  0.095
H  2.452  -0.774  3.055  0.106
H  -1.113  -5.602  -2.381  0.127

***

ORCA calculation (the ωB97M-V functional and the def2-TZVPD basis) on a structure of composition C37H31Co2NO5P in a non-equilibrium geometry.

## Properties
HOMO = -9.9 eV
Kohn-Sham gap = 4.3 eV
charge = +1

Last column: Löwdin charge in e.
Geometry (Å):
Co  5.592  -0.732  3.455  0.039
Co  5.172  -0.124  5.942  0.184
P  5.700  -2.133  1.721  1.135
O  3.879  0.844  8.358  0.159
O  7.922  -2.132  4.548  0.171
O  7.061  2.011  5.381  0.178
O  7.263  -1.551  7.366  0.190
O  7.437  1.246  2.385  0.173
N  0.300  0.621  -0.079  0.039
C  6.995  -4.512  0.882  -0.061
C  6.563  -1.504  0.227  -0.336
C  4.330  2.312  1.636  -0.030
C  6.607  -5.776  3.351  -0.062
C  2.113  2.931  2.425  -0.022
C  4.344  0.468  7.367  -0.101
C  6.646  0.497  2.798  -0.158
C  4.629  3.657  1.426  -0.059
C  -0.951  0.314  -0.013  -0.350
C  2.875  0.618  2.746  -0.026
C  6.644  -0.591  -2.022  -0.059
C  3.281  -1.425  0.659  -0.134
C  3.107  1.943  2.239  -0.216
C  0.661  1.030  -1.505  -0.162
C  6.380  -3.816  1.935  -0.343
C  6.289  1.151  5.469  -0.142
C  6.181  -4.458  3.169  -0.111
C  1.992  -3.841  1.127  -0.062
C  3.891  -0.102  3.306  -0.241
C  4.028  -2.523  1.106  -0.314
C  7.424  -5.829  1.071  -0.057
C  -1.674  -0.179  1.190  -0.018
C  7.946  -1.286  0.346  -0.108
C  3.698  4.647  1.768  -0.059
C  -0.646  0.975  -2.295  -0.168
C  6.426  -1.032  6.752  -0.137
C  1.903  -1.490  0.651  -0.087
C  2.424  4.269  2.229  -0.066
C  8.015  -0.358  -1.887  -0.063
C  7.234  -6.459  2.305  -0.061
C  5.931  -1.213  -0.993  -0.070
C  8.673  -0.737  -0.712  -0.060
C  6.932  -1.584  4.285  -0.183
C  -1.737  0.508  -1.301  -0.116
C  1.239  -2.695  0.838  -0.055
C  4.108  -0.917  4.413  -0.164
C  3.376  -3.754  1.290  -0.061
H  1.131  2.612  2.785  0.118
H  5.046  1.538  1.370  0.083
H  1.841  0.283  2.905  0.137
H  3.771  -0.488  0.394  0.102
H  1.410  0.344  -1.934  0.107
H  3.958  -4.636  1.555  0.104
H  1.337  -0.530  0.516  0.052
H  -2.211  -0.429  -1.619  0.119
H  1.676  5.033  2.443  0.111
H  7.137  -4.030  -0.086  0.112
H  1.073  2.046  -1.485  0.107
H  1.483  -4.796  1.257  0.109
H  5.672  -3.933  3.980  0.101
H  -2.738  -0.285  0.963  0.085
H  5.596  3.925  1.009  0.111
H  6.123  -0.290  -2.932  0.113
H  -1.278  -1.146  1.524  0.070
H  8.576  0.118  -2.691  0.113
H  7.571  -7.485  2.455  0.113
H  4.884  -1.470  -1.155  0.099
H  9.750  -0.597  -0.608  0.115
H  6.448  -6.263  4.315  0.113
H  -0.876  1.966  -2.690  0.105
H  7.905  -6.363  0.251  0.114
H  -2.516  1.267  -1.164  0.120
H  -0.565  0.281  -3.134  0.105
H  3.954  5.702  1.652  0.111
H  0.150  -2.728  0.774  0.098
H  -1.535  0.520  2.026  0.088
H  3.442  -1.746  4.680  0.108
H  8.460  -1.564  1.269  0.115

***

ORCA calculation (the ωB97M-V functional and the def2-TZVPD basis) on a structure of composition C37H31F5N8S2SeSi2Tc.

## Properties
HOMO (alpha / beta) = -13.2 / -13.2 eV
spin multiplicity = 4
Kohn-Sham gap (alpha / beta) = 7.0 / 6.3 eV
charge = +2

Last column: Löwdin charge in e.
Geometry (Å):
Tc  -1.479  0.336  -0.054  1.326
Se  1.437  -1.156  0.069  1.076
S  -4.017  7.268  -1.024  1.108
S  0.181  -3.342  -6.596  1.098
Si  0.527  -1.317  3.328  0.487
Si  2.681  0.972  2.019  0.470
F  5.529  -4.241  -0.794  0.158
F  4.383  -6.400  0.373  0.176
F  4.209  -1.894  -0.868  0.087
F  1.850  -6.244  1.342  0.150
F  0.497  -3.917  1.186  0.071
N  -2.832  1.351  -1.226  -0.052
N  -3.273  6.615  0.239  -0.194
N  -1.549  -1.471  -1.121  -0.101
N  -4.160  5.968  -1.955  -0.195
N  -0.255  0.697  -2.144  0.018
N  -1.745  2.076  1.074  -0.058
N  -0.384  -3.857  -5.184  -0.197
N  0.360  -1.782  -6.262  -0.197
C  0.271  -0.097  4.751  -0.162
C  0.038  -0.369  -4.272  -0.066
C  1.198  -0.290  1.843  -0.656
C  -2.097  -2.561  -0.580  -0.113
C  0.510  0.830  -4.811  0.046
C  -0.976  -1.584  -2.346  -0.188
C  4.322  -4.146  -0.261  -0.130
C  -1.338  2.374  2.311  -0.084
C  -2.013  4.659  2.130  0.062
C  2.439  -5.174  0.826  -0.139
C  -0.457  -2.808  -4.385  -0.300
C  -2.482  4.367  0.847  -0.063
C  -1.207  -1.868  2.801  -0.171
C  2.238  2.212  0.652  -0.176
C  -0.976  -2.802  -3.040  -0.066
C  -2.927  2.669  -0.908  -0.135
C  -3.541  3.593  -1.761  -0.063
C  3.729  -5.260  0.319  -0.119
C  -1.464  3.635  2.874  0.006
C  0.164  1.834  -2.680  -0.110
C  -2.365  3.059  0.366  -0.135
C  3.635  -2.945  -0.285  -0.240
C  -0.015  -1.606  -5.008  -0.301
C  2.362  -2.820  0.266  -0.344
C  -2.078  -3.810  -1.180  -0.001
C  -3.620  4.957  -1.301  -0.299
C  -0.378  -0.391  -2.930  -0.182
C  -1.512  -3.940  -2.429  0.052
C  1.757  -2.635  3.831  -0.138
C  -4.023  3.150  -2.995  0.060
C  1.767  -3.968  0.768  -0.266
C  0.543  1.952  -4.013  -0.004
C  4.272  0.001  1.820  -0.158
C  -3.933  1.805  -3.295  0.005
C  -3.105  5.333  -0.025  -0.297
C  2.715  1.936  3.633  -0.178
C  -3.356  0.938  -2.381  -0.084
H  3.491  2.702  3.550  0.048
H  -4.471  3.863  -3.675  0.138
H  1.776  2.450  3.844  0.015
H  -3.315  -0.124  -2.580  0.120
H  4.215  -0.949  2.356  0.036
H  1.383  -3.179  4.702  0.052
H  -4.317  1.419  -4.229  0.128
H  3.109  2.690  0.200  0.045
H  1.606  3.008  1.059  0.029
H  4.509  -0.206  0.778  0.021
H  5.111  0.560  2.240  0.046
H  0.837  -0.413  5.630  0.049
H  -1.827  -2.033  3.685  0.047
H  -0.780  -0.066  5.047  0.039
H  1.966  -3.371  3.059  0.011
H  1.687  1.707  -0.139  -0.029
H  -1.217  -2.795  2.230  0.012
H  -0.882  1.571  2.879  0.093
H  2.971  1.309  4.488  0.043
H  -1.695  -1.083  2.203  -0.011
H  0.889  2.900  -4.399  0.124
H  0.589  0.917  4.519  -0.013
H  2.703  -2.171  4.118  0.045
H  -2.569  -2.426  0.387  0.105
H  -1.118  3.809  3.883  0.129
H  0.334  0.355  1.581  -0.067
H  -2.110  5.666  2.513  0.139
H  -1.469  -4.888  -2.948  0.136
H  -2.518  -4.658  -0.675  0.129
H  0.219  2.690  -2.016  0.118
H  0.837  0.851  -5.843  0.135